This record from the OMol25 dataset describes a molecular structure, C4H8LuO at a distorted geometry. The level of theory is wB97M-V/def2-TZVPD.

The value obtained for the total energy is -1467.53571 hartree. The calculation puts the frontier orbital gap at 0.216 Ha. The calculation puts the highest occupied orbital energy at -10.441 eV. The total charge is +1.

```
14
C4H8LuO | the OMol25 dataset | wB97M-V/def2-TZVPD
H 1.2694 1.3266 0.1755
C 0.1716 1.2774 0.6901
C -0.5414 0.0908 1.4588
C 0.1306 -0.5347 0.3681
H 0.1157 2.1874 1.2907
H -0.2431 1.2568 -0.3213
H -1.6283 0.1532 1.3834
H -0.1399 -0.0583 2.4603
H 1.2123 -0.6892 0.4518
C -0.4633 -1.0560 -0.8992
O 0.1976 -0.5489 -1.9798
Lu 1.9020 -0.4846 -3.4677
H -1.5333 -0.7669 -0.9222
H -0.4499 -2.1536 -0.6886
```